# 1
Formula: C2I6
Source: the Open Molecules 2025 dataset
Level of theory: wB97M-V/def2-TZVPD

Geometry as XYZ:
```
8
Properties=species:S:1:pos:R:3:forces:R:3
C 1.103 -1.384 -1.057 0.5 0.7 -0.1
C -0.947 1.165 1.008 0.0 0.9 -0.2
I 2.926 -0.377 -0.713 -0.8 -0.6 0.0
I -0.223 -0.512 -2.367 0.1 -0.2 -0.1
I 0.701 -3.267 -0.380 0.2 0.0 0.1
I -0.899 2.810 -0.333 0.0 -0.5 0.4
I -2.693 0.073 1.034 0.0 -0.1 0.0
I 0.032 1.493 2.808 0.0 -0.2 -0.1
```
Positions in Å, forces in eV/Å.

The calculation puts the lowest unoccupied orbital energy (alpha / beta) at -1.4 / -0.9 eV. As for the electronic energy: -1862.2267 a.u. The HOMO energy (alpha / beta) is -0.289 / -0.303 hartree.


# 2
Formula: C2LiO4Pt
Source: the Open Molecules 2025 dataset
Level of theory: wB97M-V/def2-TZVPD

Geometry as XYZ:
```
8
Properties=species:S:1:pos:R:3:forces:R:3
O -1.764 0.283 1.738 1.4 1.1 1.0
Pt 1.141 1.486 0.377 6.2 1.4 -4.2
O 0.484 0.203 1.679 -0.1 -1.4 2.0
O -0.527 2.035 1.075 -2.7 1.8 1.6
C -0.647 0.852 1.624 -4.5 -2.8 -0.9
C 1.188 -0.969 -3.947 0.6 0.8 0.4
O 1.825 -0.144 -3.491 -0.7 -0.8 -0.5
Li 2.104 1.232 -1.911 -0.3 0.0 0.6
```
Positions in Å, forces in eV/Å.

As for the energy above the lowest of the compared OMol25 structures with the same formula, charge and spin: 7.8 kcal per mole. The calculation puts the lowest unoccupied orbital energy (alpha / beta) at 2.2 / 2.1 eV. Its spin multiplicity is 3. As for the electronic energy: -503.9587 a.u. Its charge is -1. As for the expectation value of S²: 2.008. The HOMO energy (alpha / beta) is -0.084 / -0.131 hartree.


# 3
Formula: C2LiO4Tl
Source: the Open Molecules 2025 dataset
Level of theory: wB97M-V/def2-TZVPD

Geometry as XYZ:
```
8
Properties=species:S:1:pos:R:3:forces:R:3
O -0.109 -0.269 0.288 3.9 0.9 -1.0
Li -1.312 -1.849 0.730 -0.6 0.2 0.0
O -1.223 1.491 -0.704 1.1 -1.1 0.9
O -2.278 -0.345 0.079 1.3 -0.5 0.6
C -1.309 0.414 -0.154 -3.6 2.1 -2.2
C 1.153 0.100 -0.113 -3.9 -5.1 4.4
O 2.057 -0.576 0.413 -2.6 -0.9 -0.2
Tl 3.022 1.034 -0.539 4.4 4.6 -2.6
```
Positions in Å, forces in eV/Å.

As for the energy above the lowest of the compared OMol25 structures with the same formula, charge and spin: 68.9 kcal per mole. The calculation puts the lowest unoccupied orbital energy (alpha / beta) at -5.4 / -8.7 eV. Its spin multiplicity is 2. As for the electronic energy: -556.8760 a.u. Its charge is +1. As for the expectation value of S²: 0.760. The HOMO energy (alpha / beta) is -0.522 / -0.520 hartree.


# 4
Formula: C2N2
Source: the Open Molecules 2025 dataset
Level of theory: wB97M-V/def2-TZVPD

Geometry as XYZ:
```
4
Properties=species:S:1:pos:R:3:forces:R:3
C -0.769 -0.059 -0.024 1.9 0.3 -0.3
C 0.550 -0.128 0.022 7.7 0.7 0.3
N -1.920 0.095 0.008 -1.9 0.0 0.1
N 2.139 0.093 -0.006 -7.8 -1.0 0.0
```
Positions in Å, forces in eV/Å.

The calculation puts the lowest unoccupied orbital energy (alpha / beta) at -2.9 / -3.9 eV. Its spin multiplicity is 3. As for the electronic energy: -185.4198 a.u. As for the expectation value of S²: 2.038. The HOMO energy (alpha / beta) is -0.344 / -0.379 hartree.